{
  "formula": "C17H13NO",
  "method": "wB97M-V/def2-TZVPD",
  "elements": ["O", "C", "C", "C", "C", "C", "C", "C", "C", "C", "N", "C", "C", "C", "C", "C", "C", "C", "C", "H", "H", "H", "H", "H", "H", "H", "H", "H", "H", "H", "H", "H"],
  "coordinates": [[4.90878, -2.15852, 3.71973], [3.98244, -1.84304, 3.01657], [3.07479, -2.84446, 2.49619], [1.97943, -2.46849, 1.72389], [1.78585, -1.05323, 1.35194], [0.78042, -0.72064, 0.46700], [0.56250, 0.67693, 0.03403], [-0.36308, 0.74987, -1.17270], [0.17075, 0.49457, -2.44645], [-0.62646, 0.48903, -3.61222], [-1.91991, 0.74868, -3.53732], [-2.49097, 0.97498, -2.34118], [-3.85903, 1.20891, -2.33202], [-4.55520, 1.44129, -1.13421], [-3.86104, 1.45706, 0.05586], [-2.46997, 1.22004, 0.08608], [-1.76717, 0.98753, -1.12412], [2.72460, -0.06889, 1.88645], [3.76846, -0.43889, 2.64850], [3.28549, -3.88056, 2.76319], [1.33163, -3.25064, 1.33465], [0.11719, -1.51785, 0.08566], [0.20576, 1.27123, 0.88920], [1.54504, 1.05411, -0.29290], [1.22795, 0.30429, -2.54661], [-0.19360, 0.24446, -4.57227], [-4.36418, 1.24165, -3.26126], [-5.59449, 1.61857, -1.06276], [-4.42711, 1.60840, 0.99476], [-1.93907, 1.17132, 1.03642], [2.52685, 0.98954, 1.77760], [4.45334, 0.29274, 3.06830]],
  "lowdin_charge": [0.0772, -0.4563, 0.0094, -0.0010, -0.2221, -0.0044, -0.1530, -0.1473, -0.0099, -0.1117, 0.1027, -0.2544, 0.0029, -0.0723, -0.0847, -0.0065, -0.1176, -0.0250, 0.0131, 0.1160, 0.1096, 0.1351, 0.1249, 0.1268, 0.1073, 0.1049, 0.1009, 0.0909, 0.1123, 0.1034, 0.1092, 0.1196],
  "fmax_ha_per_bohr": 0.06139,
  "smiles": "O=C1C=CC(=CCc2ccnc3ccccc23)C=C1",
  "spin_multiplicity": 1,
  "total_charge": 0,
  "e_above_lowest_kcal_mol": 0.00
}